Entry 1:
{
  "formula": "C4H8O3",
  "method": "wB97M-V/def2-TZVPD",
  "species": ["O", "O", "O", "C", "C", "C", "C", "H", "H", "H", "H", "H", "H", "H", "H"],
  "positions_angstrom": [[2.404, -0.090, 0.720], [-0.242, 0.969, -0.131], [-2.666, 1.723, 0.350], [-0.558, -0.255, -0.132], [-1.870, -1.089, 0.105], [1.881, -0.413, -0.582], [0.545, -1.086, -0.415], [0.382, -2.177, -0.405], [-2.784, -0.782, -0.437], [3.104, 0.540, 0.616], [-1.666, -2.159, -0.220], [-1.923, 2.349, 0.028], [1.840, 0.522, -1.182], [-2.182, -1.151, 1.170], [2.573, -1.150, -0.976]],
  "e_tot_ha": -382.74653,
  "lumo_ha": [-0.0408, -0.0588],
  "homo_lumo_gap_ev": [8.558, 8.408],
  "max_force_ev_per_a": 2.7
}

***

Entry 2:
{
  "formula": "C4H8O3",
  "method": "wB97M-V/def2-TZVPD",
  "species": ["O", "O", "O", "C", "C", "C", "C", "H", "H", "H", "H", "H", "H", "H", "H"],
  "positions_angstrom": [[-1.141, 0.793, 1.357], [2.220, -0.996, 1.560], [1.438, -0.737, -0.586], [-0.489, 0.697, 0.122], [0.109, -0.695, -0.092], [-1.504, 1.089, -0.922], [2.366, -0.997, 0.366], [-2.270, 0.308, -0.950], [3.281, -1.221, -0.187], [0.325, 1.442, 0.083], [-0.712, -1.406, -0.756], [-0.818, -0.068, 1.835], [-1.001, 1.184, -1.886], [0.154, -1.441, 0.712], [-1.958, 2.050, -0.658]],
  "smiles": "C[C@@H](O)COC=O",
  "e_tot_ha": -382.88525,
  "lumo_ha": 0.0304,
  "homo_lumo_gap_ev": 11.175,
  "max_force_ev_per_a": 4.3
}

***

Entry 3:
{
  "formula": "C4H8O3",
  "method": "wB97M-V/def2-TZVPD",
  "species": ["O", "O", "O", "C", "C", "C", "C", "H", "H", "H", "H", "H", "H", "H", "H"],
  "positions_angstrom": [[-0.823, 1.532, -0.808], [1.205, -1.226, -1.031], [2.736, 0.203, 0.553], [-0.889, -0.792, 0.044], [-1.581, 0.338, -0.750], [1.394, 0.112, 0.908], [0.612, -0.697, -0.112], [1.273, -0.368, 1.894], [-1.160, -0.753, 1.107], [2.813, -0.310, -0.271], [-1.705, 0.018, -1.787], [-1.011, 2.067, -0.030], [0.930, 1.108, 0.977], [-2.580, 0.523, -0.334], [-1.214, -1.757, -0.358]],
  "smiles": "O=C(CO)CCO",
  "e_tot_ha": -382.91180,
  "lumo_ha": 0.0215,
  "homo_lumo_gap_ev": 10.763,
  "max_force_ev_per_a": 0.5
}

***

Entry 4:
{
  "formula": "C4H8O3",
  "method": "wB97M-V/def2-TZVPD",
  "species": ["O", "O", "O", "C", "C", "C", "C", "H", "H", "H", "H", "H", "H", "H", "H"],
  "positions_angstrom": [[0.592, -0.845, -1.114], [-0.196, -0.641, 2.053], [2.234, -0.580, 1.121], [-1.214, 0.701, -1.255], [1.488, 0.220, 0.598], [0.002, 0.210, 0.965], [-0.577, -0.341, -0.354], [-0.330, 1.232, 1.203], [1.819, 0.985, -0.118], [-0.622, 1.622, -1.272], [0.969, -1.635, -0.689], [-1.249, 0.294, -2.266], [0.696, -0.986, 2.243], [-2.231, 0.962, -0.948], [-1.251, -1.182, -0.149]],
  "smiles": "C[C@@H](O)[C@@H](O)C=O",
  "e_tot_ha": -382.89894,
  "lumo_ha": 0.0326,
  "homo_lumo_gap_ev": 10.980,
  "max_force_ev_per_a": 0.9
}

***

Entry 5:
{
  "formula": "C4H8O3",
  "method": "wB97M-V/def2-TZVPD",
  "species": ["O", "O", "O", "C", "C", "C", "C", "H", "H", "H", "H", "H", "H", "H", "H"],
  "positions_angstrom": [[2.024, 0.735, 0.651], [-0.988, -0.901, 0.654], [0.723, -1.426, -1.195], [-0.644, 0.204, -0.143], [-1.845, 0.755, -0.908], [0.456, -0.244, -1.101], [2.135, -0.231, 1.368], [2.090, -0.130, 2.465], [-2.635, 0.994, -0.190], [-0.639, -1.670, 0.168], [0.983, 0.500, -1.720], [-0.261, 0.996, 0.511], [-1.583, 1.671, -1.450], [-2.229, 0.012, -1.612], [2.273, -1.248, 0.958]],
  "smiles": "C[C@@H](O)C=O.C=O",
  "e_tot_ha": -382.88423,
  "lumo_ha": 0.0201,
  "homo_lumo_gap_ev": 10.803,
  "max_force_ev_per_a": 0.6
}

***

Entry 6:
{
  "formula": "C4H8O3",
  "method": "wB97M-V/def2-TZVPD",
  "species": ["O", "O", "O", "C", "C", "C", "C", "H", "H", "H", "H", "H", "H", "H", "H"],
  "positions_angstrom": [[0.333, -2.229, 1.510], [1.476, 0.357, -1.030], [-1.126, -1.509, -0.471], [0.398, 1.232, -1.289], [0.167, -0.855, 1.386], [-0.844, 0.855, -0.442], [-0.637, -0.553, 0.095], [0.689, 2.278, -1.118], [-0.396, -0.428, 2.234], [1.162, -0.379, 1.444], [-1.743, 0.836, -1.067], [1.580, 0.309, -0.073], [-0.226, -2.604, 0.805], [-1.013, 1.572, 0.370], [0.183, 1.118, -2.354]],
  "smiles": "O=C(CO)CCO",
  "e_tot_ha": -382.90069,
  "lumo_ha": 0.0254,
  "homo_lumo_gap_ev": 11.026,
  "max_force_ev_per_a": 0.5
}

***

Entry 7:
{
  "formula": "C4H8O3P",
  "method": "wB97M-V/def2-TZVPD",
  "species": ["P", "O", "O", "O", "C", "C", "C", "C", "H", "H", "H", "H", "H", "H", "H", "H"],
  "positions_angstrom": [[-1.821, 0.094, -0.017], [-0.130, -0.047, -0.151], [-2.158, 0.934, 1.177], [-2.336, 0.479, -1.360], [-2.187, -1.690, 0.426], [0.579, 0.992, 0.456], [1.844, 1.188, 0.153], [2.517, 0.178, -0.771], [1.634, -0.339, -1.224], [-3.247, -1.714, 0.245], [-0.152, 1.720, 0.849], [3.278, -0.321, -0.333], [-1.935, -1.725, 1.436], [3.094, 0.726, -1.466], [2.412, 1.932, 0.709], [-1.393, -2.406, -0.130]],
  "smiles": "C/C=C\\O[P@](C)(=O)[O-]",
  "e_tot_ha": -724.39363,
  "lumo_ha": 0.1424,
  "total_charge": -1,
  "homo_lumo_gap_ev": 8.653,
  "max_force_ev_per_a": 4.1
}

***

Entry 8:
{
  "formula": "C4H8O3Pd",
  "method": "wB97M-V/def2-TZVPD",
  "species": ["Pd", "O", "O", "O", "C", "C", "C", "C", "H", "H", "H", "H", "H", "H", "H", "H"],
  "positions_angstrom": [[0.074, 1.142, 0.615], [-0.445, 0.161, 1.799], [-0.413, 2.382, -0.325], [1.256, 0.407, -0.499], [0.043, 2.084, -1.571], [-0.795, -1.119, 1.703], [0.067, -1.992, 0.836], [0.816, 0.791, -1.595], [-0.272, -1.866, -0.201], [0.773, 2.830, -1.956], [1.377, 0.556, -2.515], [-0.057, -3.038, 1.138], [1.122, -1.686, 0.840], [-0.736, 1.967, -2.356], [-1.961, -1.153, 1.318], [-0.849, -1.465, 2.770]],
  "e_tot_ha": -510.13384,
  "lumo_ha": [-0.2032, -0.2920],
  "total_charge": 1,
  "homo_lumo_gap_ev": [7.671, 6.799],
  "max_force_ev_per_a": 12.9,
  "spin_multiplicity": 4
}

***

Entry 9:
{
  "formula": "C4H8O3S",
  "method": "wB97M-V/def2-TZVPD",
  "species": ["S", "O", "O", "O", "C", "C", "C", "C", "H", "H", "H", "H", "H", "H", "H", "H"],
  "positions_angstrom": [[1.876, -0.340, 0.991], [-0.721, 0.153, -1.747], [1.595, -2.143, -1.016], [0.377, -0.275, 1.637], [1.382, -0.862, -0.601], [-0.420, -0.525, -0.584], [-0.741, 0.151, 0.789], [-0.900, 1.639, 0.777], [-1.905, 2.019, 0.275], [0.055, 2.206, 0.429], [-1.545, -0.409, 1.299], [-0.441, 1.017, -1.870], [-0.840, -1.492, -0.484], [-0.935, 1.891, 1.833], [1.775, -0.267, -1.377], [1.390, -2.763, -0.351]],
  "smiles": "C[C@@H]1OS[C@@H](O)[C@@H]1O",
  "e_tot_ha": -781.02971,
  "lumo_ha": 0.0259,
  "homo_lumo_gap_ev": 9.202,
  "max_force_ev_per_a": 4.2
}

***

Entry 10:
{
  "formula": "C4H8O4",
  "method": "wB97M-V/def2-TZVPD",
  "species": ["O", "O", "O", "O", "C", "C", "C", "C", "H", "H", "H", "H", "H", "H", "H", "H"],
  "positions_angstrom": [[1.029, 0.088, 0.982], [-1.299, 1.556, -3.102], [0.752, 1.218, -2.975], [-0.101, 0.789, 2.764], [-0.462, 0.949, -2.556], [0.163, -1.575, 2.471], [0.339, -0.117, 2.109], [-0.603, 0.106, -1.395], [1.178, 1.108, 1.048], [-0.625, -1.565, 3.228], [-1.734, 0.261, -1.172], [1.174, -1.983, 2.872], [0.108, 0.398, -0.594], [-0.232, -2.178, 1.637], [0.754, 1.889, -3.754], [-0.443, -0.942, -1.563]],
  "smiles": "CC(=O)O.CC(=O)O",
  "e_tot_ha": -458.17195,
  "lumo_ha": 0.0179,
  "homo_lumo_gap_ev": 10.677,
  "max_force_ev_per_a": 4.9
}

***

Entry 11:
{
  "formula": "C4H8O4",
  "method": "wB97M-V/def2-TZVPD",
  "species": ["O", "O", "O", "O", "C", "C", "C", "C", "H", "H", "H", "H", "H", "H", "H", "H"],
  "positions_angstrom": [[0.388, -0.485, -1.701], [0.501, 1.035, 1.549], [0.854, -2.191, -0.039], [-1.157, -0.896, 0.614], [0.869, 0.138, 0.540], [0.473, -1.319, 0.853], [-0.666, 1.562, -1.038], [0.114, 0.327, -0.778], [0.691, -1.568, -1.073], [0.024, 2.410, -1.041], [-0.413, 0.830, 1.792], [-1.597, -1.686, 0.276], [-1.177, 1.495, -1.996], [-1.389, 1.732, -0.245], [0.538, -1.613, 1.905], [1.947, 0.228, 0.381]],
  "e_tot_ha": -458.12299,
  "lumo_ha": 0.0227,
  "homo_lumo_gap_ev": 10.305,
  "max_force_ev_per_a": 2.0
}

***

Entry 12:
{
  "formula": "C4H8O4",
  "method": "wB97M-V/def2-TZVPD",
  "species": ["O", "O", "O", "O", "C", "C", "C", "C", "H", "H", "H", "H", "H", "H", "H", "H"],
  "positions_angstrom": [[2.278, -0.297, -0.776], [0.733, 1.840, -0.518], [0.387, 0.777, 1.476], [0.957, -1.628, 0.568], [1.037, -0.611, -0.360], [0.344, 0.726, 0.107], [-1.836, 0.600, -0.148], [-2.208, -0.670, -0.258], [0.024, 1.574, 1.783], [0.444, -0.956, -1.341], [2.996, -0.368, -0.041], [1.497, 1.542, -1.050], [0.327, -1.501, 1.276], [-2.219, 1.533, -0.290], [-1.505, -1.520, -0.359], [-3.258, -1.042, -0.070]],
  "e_tot_ha": -458.02835,
  "lumo_ha": 0.0231,
  "homo_lumo_gap_ev": 8.831,
  "max_force_ev_per_a": 6.6
}

***

Entry 13:
{
  "formula": "C4H8OS",
  "method": "wB97M-V/def2-TZVPD",
  "species": ["S", "O", "C", "C", "C", "C", "H", "H", "H", "H", "H", "H", "H", "H"],
  "positions_angstrom": [[-2.901, 0.486, 0.898], [3.192, 0.314, -1.358], [-0.205, 0.331, 0.069], [-1.339, -0.472, 0.651], [1.078, -0.443, -0.216], [1.934, 0.236, -1.341], [-0.559, 0.757, -0.876], [0.776, -1.382, -0.712], [0.162, 1.084, 0.769], [1.727, -0.702, 0.620], [-2.444, 1.165, 1.935], [-1.099, -0.941, 1.607], [1.270, 0.840, -2.003], [-1.592, -1.274, -0.045]],
  "e_tot_ha": -630.57462,
  "lumo_ha": [0.1106, 0.1066],
  "total_charge": -1,
  "homo_lumo_gap_ev": [2.364, 5.953],
  "max_force_ev_per_a": 2.5,
  "spin_multiplicity": 2
}

***

Entry 14:
{
  "formula": "C4H8OS",
  "method": "wB97M-V/def2-TZVPD",
  "species": ["S", "O", "C", "C", "C", "C", "H", "H", "H", "H", "H", "H", "H", "H"],
  "positions_angstrom": [[2.098, -0.499, -0.585], [-0.720, -0.693, -0.888], [-0.922, 1.650, -0.552], [1.041, 0.393, 0.449], [-0.259, 0.493, -0.251], [-1.090, -1.665, 0.031], [1.534, 1.422, 0.503], [-1.957, -1.340, 0.749], [0.834, 0.154, 1.595], [-0.518, 2.579, -0.020], [-1.863, 1.654, -0.924], [3.682, 0.417, -0.183], [-1.606, -2.362, -0.577], [-0.254, -2.204, 0.653]],
  "e_tot_ha": -630.48174,
  "lumo_ha": -0.0151,
  "homo_lumo_gap_ev": 8.701,
  "max_force_ev_per_a": 5.7
}

***

Entry 15:
{
  "formula": "C4H8OS",
  "method": "wB97M-V/def2-TZVPD",
  "species": ["S", "O", "C", "C", "C", "C", "H", "H", "H", "H", "H", "H", "H", "H"],
  "positions_angstrom": [[-0.412, -0.913, -1.663], [-0.250, 1.465, 1.448], [-0.249, -0.820, 1.001], [-0.748, -0.081, -0.230], [1.744, 0.542, 0.641], [0.228, 0.421, 0.800], [-1.045, -1.119, 1.810], [0.501, -1.588, 0.473], [2.340, -0.369, 1.605], [-1.584, 0.748, -0.261], [-1.312, 0.214, -2.696], [1.978, 0.360, -1.044], [-0.298, 2.359, 0.927], [2.149, 1.904, 0.934]],
  "e_tot_ha": -630.29174,
  "lumo_ha": -0.0072,
  "homo_lumo_gap_ev": 8.080,
  "max_force_ev_per_a": 7.7
}

***

Entry 16:
{
  "formula": "C4H8OS",
  "method": "wB97M-V/def2-TZVPD",
  "species": ["S", "O", "C", "C", "C", "C", "H", "H", "H", "H", "H", "H", "H", "H"],
  "positions_angstrom": [[1.566, 1.646, 2.113], [-1.630, 0.494, -2.305], [-0.931, -0.827, -0.418], [0.786, 0.109, 1.598], [-1.018, -0.449, -1.837], [0.110, 0.147, 0.216], [-0.556, -1.868, -0.410], [0.956, 0.235, -0.639], [1.477, -0.754, 1.640], [-0.451, -0.964, -2.704], [-1.873, -0.962, 0.165], [-0.039, -0.056, 2.361], [1.893, 2.058, 0.066], [-0.291, 1.190, 0.154]],
  "e_tot_ha": -630.48511,
  "lumo_ha": -0.0485,
  "homo_lumo_gap_ev": 8.020,
  "max_force_ev_per_a": 4.2
}

***

Entry 17:
{
  "formula": "C4H8OS",
  "method": "wB97M-V/def2-TZVPD",
  "species": ["S", "O", "C", "C", "C", "C", "H", "H", "H", "H", "H", "H", "H", "H"],
  "positions_angstrom": [[0.337, -0.164, -1.586], [-1.505, -1.070, -3.104], [1.244, 1.141, 0.658], [0.075, 0.382, 0.135], [-1.216, -0.683, -2.020], [-0.157, -0.845, 0.986], [-1.922, -0.586, -1.062], [-0.480, -0.561, 1.985], [-0.745, 1.065, 0.185], [0.988, 1.721, 1.556], [-0.972, -1.417, 0.506], [1.465, 1.906, -0.064], [2.069, 0.505, 0.763], [0.818, -1.395, 1.062]],
  "smiles": "CC(C)SC=O",
  "e_tot_ha": -630.61234,
  "lumo_ha": 0.0324,
  "homo_lumo_gap_ev": 10.592,
  "max_force_ev_per_a": 2.9
}